--- w ---
{
  "formula": "C6H10OS",
  "method": "ωB97M-V with the def2-TZVPD basis set",
  "symbols": ["C", "C", "S", "C", "C", "O", "C", "C", "H", "H", "H", "H", "H", "H", "H", "H", "H", "H"],
  "xyz": [[3.28, 0.18, 0.04], [2.13, -0.40, 0.19], [0.91, -0.40, -1.10], [-0.59, -0.30, -0.13], [-0.88, 1.11, 0.46], [-0.97, 2.13, -0.55], [-1.56, -1.37, 0.51], [-1.86, -0.81, -0.86], [3.97, 0.35, 0.95], [3.52, 0.85, -0.90], [2.00, -0.99, 1.13], [-1.87, 1.15, 0.83], [-0.23, 1.44, 1.29], [-0.14, 2.01, -0.98], [-1.20, -2.34, 0.56], [-2.24, -1.01, 1.34], [-2.73, -0.01, -1.15], [-1.55, -1.59, -1.63]],
  "lowdin_charge": [-0.130, -0.541, 0.954, -0.670, -0.260, -0.070, -0.097, -0.165, 0.085, 0.096, 0.092, 0.095, 0.126, 0.023, 0.071, 0.121, 0.167, 0.105],
  "gap_ev": 9.700,
  "total_charge": 0,
  "homo_ha": -0.3239,
  "smiles": "C=CSC1(CO)CC1"
}

=====

--- x ---
{
  "formula": "C6H10OS",
  "method": "ωB97M-V with the def2-TZVPD basis set",
  "symbols": ["C", "C", "O", "C", "C", "C", "C", "S", "H", "H", "H", "H", "H", "H", "H", "H", "H", "H"],
  "xyz": [[-1.87, -1.44, 0.43], [-0.57, -1.01, -0.21], [-0.75, 0.00, -1.31], [-0.86, 1.27, -0.89], [-0.59, 1.81, 0.32], [0.07, 0.94, 1.32], [0.47, -0.49, 0.74], [1.95, -0.30, -0.34], [-2.67, -1.76, -0.24], [-1.66, -2.20, 1.13], [-2.25, -0.66, 1.08], [-0.26, -1.86, -0.84], [-1.21, 1.89, -1.73], [-0.70, 2.85, 0.47], [0.98, 1.37, 1.70], [-0.60, 0.82, 2.17], [0.55, -1.16, 1.56], [2.82, -0.91, 0.41]],
  "lowdin_charge": [-0.029, -0.403, -0.095, -0.189, -0.096, -0.216, -0.538, 0.826, 0.097, 0.073, 0.078, 0.138, 0.128, 0.088, 0.093, 0.105, 0.109, -0.170],
  "gap_ev": 9.249,
  "total_charge": 0,
  "homo_ha": -0.3125,
  "smiles": "C[C@H]1OC=CC[C@@H]1S"
}

=====

x is the most stable structure; the next one sits 1.876 eV above it.

=====

--- w ---
{
  "formula": "C6H10OS",
  "method": "ωB97M-V with the def2-TZVPD basis set",
  "symbols": ["C", "C", "C", "C", "C", "C", "O", "S", "H", "H", "H", "H", "H", "H", "H", "H", "H", "H"],
  "xyz": [[2.29, -0.38, -0.37], [2.48, -1.21, -1.38], [-1.23, -0.85, 0.46], [-1.39, 1.23, -0.51], [-0.57, -1.73, 1.52], [-0.69, 2.63, -0.44], [-0.82, 0.36, 0.26], [2.06, 0.52, 0.89], [1.58, -1.37, -1.91], [3.39, -1.79, -1.79], [-2.09, -1.23, -0.04], [-2.41, 1.05, -0.80], [-0.47, -1.26, 2.51], [0.49, -1.88, 1.25], [-0.99, -2.75, 1.64], [-1.38, 3.47, -0.54], [0.00, 2.65, -1.31], [-0.25, 2.53, 0.57]],
  "lowdin_charge": [-0.727, -0.073, -0.208, -0.203, -0.098, -0.071, -0.123, 0.801, 0.036, 0.100, 0.099, 0.104, 0.066, 0.032, 0.079, 0.057, 0.070, 0.062],
  "gap_ev": 6.386,
  "total_charge": 0,
  "homo_ha": -0.2346
}

=====

--- x ---
{
  "formula": "C6H10OS",
  "method": "ωB97M-V with the def2-TZVPD basis set",
  "symbols": ["C", "C", "S", "O", "C", "C", "C", "C", "H", "H", "H", "H", "H", "H", "H", "H", "H", "H"],
  "xyz": [[-1.55, -0.27, -1.83], [-0.71, 0.86, -1.20], [0.95, 1.15, -1.56], [1.01, 2.61, -1.75], [1.80, 1.03, 0.00], [1.45, 0.21, 1.00], [0.45, -0.71, 0.91], [-0.22, -1.24, 2.10], [-0.91, -1.07, -1.88], [-1.90, -0.03, -2.93], [-2.31, -0.36, -1.01], [-1.44, 1.72, -1.18], [2.72, 1.39, -0.08], [1.96, 0.24, 2.04], [0.07, -1.21, -0.02], [-1.23, -1.40, 2.00], [-0.10, -0.70, 2.95], [-0.03, -2.22, 2.44]],
  "lowdin_charge": [-0.166, -0.335, 0.877, -0.523, -0.232, -0.191, -0.133, -0.096, 0.005, 0.122, 0.093, 0.093, 0.033, 0.160, 0.107, 0.057, 0.051, 0.077],
  "gap_ev": [7.430, 7.531],
  "total_charge": 0,
  "homo_ha": [-0.2938, -0.3031],
  "smiles": "CC=S(=O)=C/C=C/C"
}

=====

--- y ---
{
  "formula": "C6H10OS",
  "method": "ωB97M-V with the def2-TZVPD basis set",
  "symbols": ["C", "C", "C", "C", "C", "C", "H", "H", "H", "H", "H", "H", "H", "H", "H", "H", "O", "S"],
  "xyz": [[-0.55, -0.49, 0.57], [0.73, -0.88, 1.14], [1.68, 0.23, 0.81], [0.70, 1.31, 0.07], [-0.72, 1.04, 0.65], [-0.56, -0.80, -1.02], [-1.16, -2.11, 1.89], [0.36, -0.71, 2.32], [1.08, -2.13, 1.22], [2.53, -0.06, 0.24], [2.18, 0.75, 1.67], [1.10, 2.36, 0.02], [-1.68, 1.33, 0.12], [-0.77, 1.74, 1.64], [0.05, -1.76, -1.07], [-1.66, -0.70, -1.45], [-1.63, -1.36, 0.94], [0.20, 0.61, -1.71]],
  "lowdin_charge": [-0.701, -0.214, -0.178, -0.389, -0.187, -0.472, 0.270, 0.164, 0.203, 0.084, 0.118, 0.115, 0.127, 0.164, 0.102, 0.117, -0.130, 0.809],
  "gap_ev": 8.657,
  "total_charge": 0,
  "homo_ha": -0.3009
}

=====

y is the most stable structure; the next one sits 1.406 eV above it.